1.
Here is C2H3NP2 in the gas phase at a distorted geometry from OMol25. Energies are from ωB97M-V with the def2-TZVPD basis set.

SMILES = C1=NC=P#[PH]1
HOMO = -9.02 eV
LUMO level = -0.5 eV
energy relative to the best compared isomer or geometry (same formula, charge and spin) = 1.0844 eV
net charge = 0

Last column: natural (NBO) charge in e.
Geometry (Å):
C (0.01, 0.95, 0.43)  -0.16
C (0.15, -0.49, -1.29)  -0.40
N (-0.01, 0.81, -0.85)  -0.44
P (0.16, -1.67, -0.07)  0.28
P (0.40, -0.37, 1.60)  0.21
H (-0.08, 1.90, 0.77)  0.19
H (0.39, -0.83, -2.48)  0.26
H (-1.02, -0.28, 1.90)  0.05


2.
Here is a molecular structure, C2H3NP2 at a distorted geometry from OMol25. Energies are from ωB97M-V with the def2-TZVPD basis set.

spin multiplicity = 3
HOMO (alpha / beta) = -7.67 / -9.46 eV
LUMO level (alpha / beta) = -0.4 / -3.1 eV
energy relative to the best compared isomer or geometry (same formula, charge and spin) = 0.8065 eV
net charge = 0

Last column: Mulliken spin population.
Geometry (Å):
C (-0.99, -0.93, 0.24)  0.00
C (-0.07, -0.40, 1.24)  0.02
N (-1.74, -1.26, -0.59)  -0.01
P (0.62, 0.47, -1.84)  0.99
P (0.99, 1.34, 0.01)  1.01
H (-0.49, 0.25, 2.00)  -0.01
H (0.81, -1.06, 1.36)  0.00
H (0.87, 1.59, -2.42)  0.00


3.
Here is C2H3NS in the gas phase at a distorted geometry from OMol25. Energies are from ωB97M-V with the def2-TZVPD basis set.

SMILES = [H]/N=C/C=S
HOMO = -8.88 eV
LUMO level = -1.1 eV
energy relative to the best compared isomer or geometry (same formula, charge and spin) = 1.4881 eV
net charge = 0

Last column: natural (NBO) charge in e.
Geometry (Å):
C (-0.06, 0.49, -0.13)  0.03
C (0.77, -0.67, 0.36)  -0.36
N (-1.31, 0.41, -0.20)  -0.54
S (0.09, -2.17, 0.31)  0.13
H (0.51, 1.28, -0.55)  0.16
H (1.78, -0.56, 0.93)  0.23
H (-1.78, 1.23, -0.73)  0.35


4.
Here is C2H3NS in the gas phase at a distorted geometry from OMol25. Energies are from ωB97M-V with the def2-TZVPD basis set.

SMILES = [H]/N=C/C=S
HOMO (alpha / beta) = -8.54 / -8.54 eV
LUMO level (alpha / beta) = -0.9 / -0.9 eV
energy relative to the best compared isomer or geometry (same formula, charge and spin) = 1.8738 eV
net charge = 0

Last column: natural (NBO) charge in e.
Geometry (Å):
C (-0.50, -0.06, 0.11)  0.05
C (0.70, 0.85, 0.02)  -0.36
N (-0.21, -1.26, -0.01)  -0.56
S (2.08, 0.07, 0.05)  0.18
H (-1.54, 0.51, 0.03)  0.16
H (0.44, 1.81, -0.22)  0.19
H (-0.97, -1.91, 0.02)  0.35


5.
Here is a molecular structure, C2H3O2 at a distorted geometry from OMol25. Energies are from ωB97M-V with the def2-TZVPD basis set.

HOMO = -18.32 eV
LUMO level = -6.8 eV
energy relative to the best compared isomer or geometry (same formula, charge and spin) = 4.1997 eV
net charge = +1

Last column: natural (NBO) charge in e.
Geometry (Å):
C (0.30, -0.52, 0.11)  -0.25
C (-0.09, 0.79, -0.31)  0.40
O (-0.88, 0.90, 0.64)  -0.01
O (-0.54, -0.24, 1.22)  -0.10
H (-0.17, -1.20, -0.63)  0.31
H (1.32, -1.16, 0.22)  0.35
H (0.07, 1.43, -1.24)  0.29


6.
Here is a molecular structure, C2H3O2 at a distorted geometry from OMol25. Energies are from ωB97M-V with the def2-TZVPD basis set.

spin multiplicity = 3
HOMO (alpha / beta) = -14.30 / -19.63 eV
LUMO level (alpha / beta) = -6.6 / -11.3 eV
energy relative to the best compared isomer or geometry (same formula, charge and spin) = 1.1331 eV
net charge = +1

Last column: Mulliken spin population.
Geometry (Å):
C (-0.92, -0.56, -0.01)  0.02
C (0.91, 0.36, -0.03)  0.97
O (0.34, -0.96, -0.04)  0.09
O (-0.90, 0.71, 0.00)  0.82
H (-1.79, -1.07, -0.02)  0.03
H (0.89, 0.80, 1.02)  0.06
H (1.46, 0.73, -0.91)  0.00


7.
Here is C2H3O2P in the gas phase at a distorted geometry from OMol25. Energies are from ωB97M-V with the def2-TZVPD basis set.

SMILES = O=C1O[C@@H]1P
HOMO = -10.36 eV
LUMO level = 0.7 eV
energy relative to the best compared isomer or geometry (same formula, charge and spin) = 2.4255 eV
net charge = 0

Last column: natural (NBO) charge in e.
Geometry (Å):
C (-0.17, 0.97, -0.45)  -0.31
C (-0.62, 1.68, -1.67)  0.79
O (0.49, 1.02, -1.80)  -0.45
O (-1.36, 2.46, -2.19)  -0.52
P (-0.44, -0.67, 0.51)  0.35
H (0.54, 1.51, 0.27)  0.21
H (0.04, -1.33, -0.48)  -0.03
H (0.79, -0.52, 1.05)  -0.03


8.
Here is a molecular structure, C2H3O2Rb at a distorted geometry from OMol25. Energies are from ωB97M-V with the def2-TZVPD basis set.

HOMO = -6.35 eV
LUMO level = -1.1 eV
energy relative to the best compared isomer or geometry (same formula, charge and spin) = 4.0896 eV
net charge = 0

Last column: natural (NBO) charge in e.
Geometry (Å):
H (-2.18, -1.64, 0.20)  0.15
C (-0.86, -1.40, -0.18)  0.52
O (0.33, -1.48, 0.13)  -0.77
Rb (1.59, 1.06, -0.37)  0.97
O (-1.30, -0.13, -0.36)  -0.64
C (-2.76, -0.12, -0.06)  -0.50
H (-2.85, 0.42, 0.91)  0.13
H (-3.12, 0.63, -0.78)  0.14


9.
Here is a molecular structure, C2H3O2Sr at a distorted geometry from OMol25. Energies are from ωB97M-V with the def2-TZVPD basis set.

HOMO = -11.95 eV
LUMO level = -5.0 eV
energy relative to the best compared isomer or geometry (same formula, charge and spin) = 1.1397 eV
net charge = +1

Last column: Mulliken charge in e.
Geometry (Å):
C (-0.79, 0.21, 0.06)  -0.47
C (-0.20, -1.01, 0.19)  0.28
O (1.13, -1.14, 0.26)  -0.99
O (0.14, 1.24, -0.17)  -0.57
H (-1.51, -0.17, -0.78)  0.25
H (-0.25, 2.06, -0.47)  0.30
Sr (2.30, 0.63, 0.30)  1.82
H (-0.81, -1.82, 0.62)  0.39


10.
Here is a molecular structure, C2H3O2Tl at a distorted geometry from OMol25. Energies are from ωB97M-V with the def2-TZVPD basis set.

HOMO = -21.85 eV
LUMO level = -15.2 eV
energy relative to the best compared isomer or geometry (same formula, charge and spin) = 0.0000 eV
net charge = +2

Last column: natural (NBO) charge in e.
Geometry (Å):
Tl (-12.03, -16.40, 4.90)  1.02
C (-12.08, -12.40, 1.26)  -0.28
C (-11.66, -13.89, 1.97)  0.75
O (-12.11, -14.04, 3.08)  -0.31
O (-10.85, -14.45, 1.30)  -0.11
H (-12.81, -12.52, 0.46)  0.31
H (-11.13, -11.97, 0.93)  0.31
H (-12.56, -11.86, 2.08)  0.30


11.
Here is a molecular structure, C2H3O2Tm at a distorted geometry from OMol25. Energies are from ωB97M-V with the def2-TZVPD basis set.

spin multiplicity = 4
HOMO (alpha / beta) = -11.83 / -12.66 eV
LUMO level (alpha / beta) = -4.7 / -5.9 eV
energy relative to the best compared isomer or geometry (same formula, charge and spin) = 0.0000 eV
net charge = +1

Last column: Mulliken spin population.
Geometry (Å):
C (-0.07, 0.23, -0.77)  0.03
C (1.02, 0.29, 0.04)  -0.03
O (1.03, -0.31, 1.22)  -0.09
O (-1.18, -0.36, -0.16)  -0.15
H (-0.11, 1.31, -1.14)  0.00
H (-2.01, -0.21, -0.63)  0.01
Tm (-0.67, -1.49, 1.86)  3.23
H (1.98, 0.54, -0.43)  0.00


12.
Here is a molecular structure, C2H3O3Rh at a distorted geometry from OMol25. Energies are from ωB97M-V with the def2-TZVPD basis set.

spin multiplicity = 6
HOMO (alpha / beta) = -12.63 / -17.29 eV
LUMO level (alpha / beta) = -4.4 / -8.9 eV
energy relative to the best compared isomer or geometry (same formula, charge and spin) = 0.4622 eV
net charge = +1

Last column: Mulliken spin population.
Geometry (Å):
O (-0.12, -0.17, -0.69)  0.51
C (-1.26, 0.41, -0.15)  0.00
Rh (0.59, -1.76, -1.35)  4.38
H (-2.19, 0.11, -0.68)  0.04
H (-1.37, 0.13, 0.92)  0.05
H (-1.21, 1.51, -0.21)  0.03
O (2.25, -0.59, -0.24)  0.01
C (1.70, -0.01, 0.65)  -0.04
O (1.62, 0.38, 1.75)  0.03


13.
Here is 2 unconnected molecules or ions with the total composition C2H3O3S2 at a distorted geometry from OMol25. Energies are from ωB97M-V with the def2-TZVPD basis set.

HOMO (alpha / beta) = -3.38 / -4.55 eV
LUMO level (alpha / beta) = 2.8 / 3.3 eV
energy relative to the best compared isomer or geometry (same formula, charge and spin) = 4.2890 eV
net charge = -1

Last column: natural (NBO) charge in e.
Geometry (Å):
C (1.64, 0.18, 0.34)  -0.54
C (0.70, -0.92, 0.29)  -0.41
O (-2.20, 1.35, 0.74)  -0.96
O (-1.59, 0.87, -1.66)  -0.94
O (-3.12, -0.65, -0.37)  -0.95
S (1.99, -1.05, -0.94)  0.03
S (-2.06, 0.36, -0.36)  2.18
H (1.35, 1.07, -0.29)  0.23
H (2.35, 0.40, 1.22)  0.20
H (0.93, -1.61, 1.04)  0.17


14.
Here is a molecular structure, C2H3O3Tb at a distorted geometry from OMol25. Energies are from ωB97M-V with the def2-TZVPD basis set.

spin multiplicity = 8
HOMO (alpha / beta) = -12.80 / -12.46 eV
LUMO level (alpha / beta) = -5.4 / -5.3 eV
energy relative to the best compared isomer or geometry (same formula, charge and spin) = 7.2762 eV
net charge = +1

Last column: Mulliken spin population.
Geometry (Å):
H (1.36, 0.16, -1.32)  0.00
O (-0.97, 0.53, 0.88)  -0.04
O (-1.45, 1.11, -0.36)  0.01
C (0.34, 0.12, 0.77)  0.00
H (0.73, -0.30, 1.71)  0.00
Tb (-2.27, -0.78, -1.05)  7.04
O (0.02, -1.32, -0.55)  0.01
C (0.92, -0.40, -0.48)  -0.03
H (1.32, 0.87, 0.39)  0.00


15.
Here is a molecular structure, C2H3O3Tl at a distorted geometry from OMol25. Energies are from ωB97M-V with the def2-TZVPD basis set.

HOMO (alpha / beta) = -21.45 / -20.75 eV
LUMO level (alpha / beta) = -14.3 / -14.5 eV
energy relative to the best compared isomer or geometry (same formula, charge and spin) = 0.6398 eV
net charge = +2

Last column: Mulliken charge in e.
Geometry (Å):
O (2.22, -1.25, 0.07)  -0.05
C (1.35, -0.50, 0.07)  0.82
O (0.78, 0.53, 0.03)  -0.39
C (-2.91, -0.53, -0.06)  -0.31
O (-2.43, 0.75, -0.03)  -0.17
Tl (-0.87, 1.63, -0.01)  1.29
H (-3.64, -0.74, 0.75)  0.28
H (-3.39, -0.77, -1.03)  0.29
H (-2.01, -1.31, 0.02)  0.25


16.
Here is C2H3P in the gas phase at a distorted geometry from OMol25. Energies are from ωB97M-V with the def2-TZVPD basis set.

SMILES = C#CP
HOMO = -9.25 eV
LUMO level = 0.9 eV
energy relative to the best compared isomer or geometry (same formula, charge and spin) = 0.5729 eV
net charge = 0

Last column: natural (NBO) charge in e.
Geometry (Å):
C (1.61, -0.43, -0.08)  -0.18
C (0.34, -0.16, 0.18)  -0.40
P (-1.39, -0.30, -0.02)  0.36
H (2.66, -0.42, -0.03)  0.23
H (-1.49, 0.68, -1.03)  -0.01
H (-1.73, 0.62, 0.98)  -0.01


17.
Here is 2 unconnected molecules or ions with the total composition C2H3P at a distorted geometry from OMol25. Energies are from ωB97M-V with the def2-TZVPD basis set.

HOMO (alpha / beta) = -9.10 / -9.10 eV
LUMO level (alpha / beta) = -0.7 / -0.7 eV
energy relative to the best compared isomer or geometry (same formula, charge and spin) = 3.3578 eV
net charge = 0

Last column: natural (NBO) charge in e.
Geometry (Å):
C (0.76, 0.11, -0.01)  -0.45
C (-0.65, -0.11, -0.19)  -0.63
P (0.76, -1.39, -0.67)  0.56
H (1.59, 1.34, 1.20)  0.11
H (-1.27, -0.33, 0.67)  0.20
H (-1.18, 0.39, -0.99)  0.20


18.
Here is C2H3PS in the gas phase at a distorted geometry from OMol25. Energies are from ωB97M-V with the def2-TZVPD basis set.

SMILES = [H]/P=C/C=S
HOMO = -8.94 eV
LUMO level = -1.1 eV
energy relative to the best compared isomer or geometry (same formula, charge and spin) = 0.5396 eV
net charge = 0

Last column: natural (NBO) charge in e.
Geometry (Å):
C (-0.22, 0.18, -0.24)  -0.63
C (-1.67, -0.67, -0.15)  -0.31
P (1.18, -0.63, 0.17)  0.47
S (-3.09, 0.04, 0.02)  0.10
H (-0.39, 1.25, -0.19)  0.22
H (-1.53, -1.74, -0.31)  0.19
H (1.97, 0.52, 0.38)  -0.05


19.
Here is 3 unconnected molecules or ions with the total composition C2H4 at a distorted geometry from OMol25. Energies are from ωB97M-V with the def2-TZVPD basis set.

HOMO = -8.26 eV
LUMO level = -1.3 eV
energy relative to the best compared isomer or geometry (same formula, charge and spin) = 8.9155 eV
net charge = 0

Last column: natural (NBO) charge in e.
Geometry (Å):
C (-0.55, -0.01, -0.15)  -0.26
C (0.76, 0.36, -0.19)  -0.23
H (-1.01, -0.92, 0.13)  0.21
H (-1.16, -0.16, -1.78)  0.01
H (0.61, -0.64, 1.64)  -0.05
H (1.35, 1.37, 0.35)  0.32


20.
Here is 2 unconnected molecules or ions with the total composition C2H4 at a distorted geometry from OMol25. Energies are from ωB97M-V with the def2-TZVPD basis set.

HOMO (alpha / beta) = -8.74 / -8.75 eV
LUMO level (alpha / beta) = -1.8 / -1.8 eV
energy relative to the best compared isomer or geometry (same formula, charge and spin) = 8.8412 eV
net charge = 0

Last column: natural (NBO) charge in e.
Geometry (Å):
C (-1.61, 0.25, 0.11)  -0.25
C (1.26, 0.05, 0.03)  -0.08
H (-1.15, -0.35, 0.84)  0.06
H (-1.64, -0.43, -0.90)  0.09
H (1.82, 0.92, -0.12)  0.09
H (1.73, -0.75, 0.49)  0.08